(1)
The following is a quantum chemistry calculation of 3 unconnected molecules or ions with the total composition C30H39ClFNO9S in a non-equilibrium geometry, from the Open Molecules 2025 dataset.

```
82
Properties=species:S:1:pos:R:3:lowdin_charge:R:1
C 2.3217 -3.9408 1.5071 -0.0485
C 0.7907 -3.9186 1.6251 -0.2040
O 0.1759 -3.9619 0.3195 -0.0704
C -0.3366 -2.7855 -0.1151 -0.2409
C -1.6454 -2.5666 -0.0746 -0.4779
Cl -2.7164 -3.7587 0.5906 0.7720
C -2.1977 -1.2819 -0.6398 -0.3100
O -3.2668 -1.3100 -1.2031 0.1260
C -1.3213 -0.0756 -0.4894 -0.0229
C 0.0550 -0.2703 -0.4992 -0.0263
C 0.9192 0.7968 -0.3369 -0.0896
C 2.4235 0.6196 -0.2828 -0.0836
C 2.9460 1.0931 1.1329 -0.2412
C 3.2452 -0.1337 2.0211 -0.4873
S 1.6291 -0.5792 2.7792 0.7571
C 0.3634 2.0748 -0.2012 -0.0637
C 1.1760 3.3484 -0.0251 -0.0562
C 2.2148 3.5924 -1.1522 -0.1353
O 3.4976 3.8257 -0.5380 -0.0095
C 4.5442 3.4923 -1.3379 -0.4950
O 4.5045 3.5286 -2.5469 0.1154
C 5.8082 3.1014 -0.5894 -0.1291
C 6.0548 1.5608 -0.6160 -0.0675
C -0.9936 2.2110 -0.1932 -0.1484
F -1.5185 3.4193 -0.0302 0.1255
C -1.8753 1.1620 -0.3213 -0.0981
N -3.2695 1.4913 -0.2852 0.1092
C -3.9990 1.0363 0.8528 -0.3982
C -3.4220 0.0616 1.8883 0.0420
O -5.1160 1.4633 1.0570 0.0898
C -3.9474 1.3363 -1.5500 -0.4069
C -5.2700 0.6141 -1.7154 -0.0014
O -3.4384 1.8517 -2.5214 0.1107
C 0.5599 -1.6865 -0.6883 -0.2118
O 1.5696 -1.9786 -1.2844 0.1334
H 2.7433 -4.8161 2.0123 0.0793
H 2.6674 -3.9899 0.4759 0.0539
H 2.7781 -3.0707 1.9830 0.0360
H 0.3979 -3.0907 2.2162 0.0829
H 0.4942 -4.8521 2.1113 0.1201
H 2.7222 -0.4207 -0.3786 0.0959
H 2.9183 1.1618 -1.0875 0.1044
H 3.8335 1.7038 0.9782 0.0844
H 2.1649 1.6252 1.6704 0.0649
H 3.6610 -0.9652 1.4465 0.0648
H 3.9636 0.1113 2.8060 0.0774
H 1.9666 -1.1089 3.9762 -0.1242
H 1.7064 3.3444 0.9284 0.1176
H 0.5325 4.2252 0.0084 0.1182
H 1.9301 4.5175 -1.6629 0.1336
H 2.2357 2.8154 -1.9135 0.1213
H 6.6702 3.6585 -0.9508 0.1156
H 5.6652 3.3817 0.4610 0.1089
H 7.1082 1.4076 -0.8569 0.0744
H 5.4274 1.0791 -1.3674 0.0779
H 5.8936 1.1109 0.3637 0.0626
H -3.5487 -0.9786 1.5824 0.0732
H -2.3528 0.2339 2.0601 0.0877
H -3.9257 0.2861 2.8256 0.0931
H -6.1112 1.3103 -1.7323 0.0865
H -5.4372 -0.1812 -0.9910 0.0761
H -5.2369 0.1676 -2.7099 0.0941
C 3.9718 -4.3969 -1.9794 -0.0221
C 5.3505 -4.2208 -1.3950 -0.5027
C 6.4361 -5.1409 -1.8972 -0.0250
O 5.5770 -3.3763 -0.5577 0.0591
H 3.2928 -3.6745 -1.5342 0.0426
H 3.9980 -4.2309 -3.0577 0.0911
H 3.6014 -5.4022 -1.7689 0.0923
H 6.5703 -5.0079 -2.9717 0.0850
H 6.1738 -6.1784 -1.6840 0.0848
H 7.3716 -4.9043 -1.3941 0.0802
C -10.6153 2.6998 0.6913 -0.0293
C -9.4407 2.2635 1.5355 -0.5048
C -8.0799 2.2826 0.8844 -0.0307
O -9.5879 1.9145 2.6836 0.0679
H -11.5275 2.6374 1.2815 0.0785
H -10.4768 3.7315 0.3644 0.0826
H -10.7127 2.0474 -0.1780 0.0823
H -7.8336 3.2973 0.5663 0.0915
H -8.0692 1.6114 0.0238 0.0798
H -7.3328 1.9489 1.5959 0.0587
```

Results
Electronic energy in eV: -77734.2654
Structure (SMILES): CCOC1=C(Cl)C(=O)c2c(c(CCCS)c(CCOC(=O)CC)c(F)c2N(C(C)=O)C(C)=O)C1=O.CC(C)=O.CC(C)=O
HOMO in eV: -9.26
Total charge: 0
Gap between HOMO and LUMO in eV: 8.023


(2)
The following is a quantum chemistry calculation of 3 unconnected molecules or ions with the total composition C30H39F19NO14PS in a non-equilibrium geometry, from the Open Molecules 2025 dataset.

```
105
Properties=species:S:1:pos:R:3:lowdin_charge:R:1
C 2.3618 1.7016 4.8933 -0.1436
N 2.0449 1.2609 3.4512 -0.1490
C 1.9485 2.4728 2.5431 -0.1772
C 1.4712 2.0122 1.0072 -0.2251
O 2.4064 0.9488 0.6119 -0.2458
S 1.8913 0.1031 -0.7752 0.8380
O 3.1538 -0.7014 -1.2774 -0.3606
O 0.8228 -0.9275 -0.3013 -0.3353
C 1.2676 1.3650 -2.0098 -0.5026
C -0.3714 1.3343 -1.9574 -0.1795
C -1.0714 0.0598 -2.7098 -0.0822
C -2.5635 -0.3537 -2.0787 -0.1639
F -3.5822 0.7101 -2.4130 -0.0098
F -2.4327 -0.3525 -0.6086 0.0032
C -3.1315 -1.7428 -2.7394 -0.1014
F -4.5466 -1.5523 -3.1250 0.0440
F -2.3954 -1.8661 -4.0581 0.0108
C -2.7771 -3.1139 -1.9347 -0.0790
F -2.6612 -4.1742 -3.0119 0.0271
F -1.3817 -2.9724 -1.4274 0.0540
C -3.8610 -3.6930 -0.8849 -0.0781
F -5.2687 -3.7693 -1.3767 0.0621
F -3.4762 -5.1432 -0.6712 0.0301
C -3.9115 -3.0520 0.6144 -0.0666
F -2.6042 -2.6542 1.1930 0.0609
F -4.3703 -4.1958 1.4974 0.0030
C -5.1070 -1.9093 0.8331 -0.0785
F -5.2813 -1.0114 -0.3424 0.0478
F -6.4548 -2.5675 1.0221 0.0396
C -4.8855 -0.9457 2.1325 -0.0761
F -3.6720 -0.0544 2.0385 0.0383
F -6.0501 0.0188 2.1335 0.0360
C -4.9095 -1.6748 3.5921 -0.1403
F -4.7997 -0.5619 4.6097 0.0316
F -3.7775 -2.5834 3.8789 0.0581
F -6.1559 -2.3971 3.9321 0.0534
P 1.7225 0.9365 -3.8549 1.0085
O 0.7171 1.8156 -4.9722 -0.3091
O 1.6918 -0.7800 -4.1332 -0.3179
C 1.9229 2.8283 -1.5342 -0.1976
C 3.5220 2.7383 -1.8170 -0.1853
C 4.5117 3.2516 -0.6242 -0.1963
C 5.9866 2.5060 -0.8574 -0.1453
C 6.9143 2.5800 0.5314 -0.2021
O 7.3662 1.2077 0.8387 -0.2567
C 6.4288 0.5018 1.7263 -0.1205
C 1.4597 3.3105 -0.0474 -0.1802
O 0.0942 3.9290 -0.1390 -0.1883
C -0.2467 4.6307 1.1066 -0.1530
C -1.5995 5.5192 0.8077 -0.3281
C -2.7050 4.7164 -0.1570 -0.0710
O -2.2861 6.0112 2.0190 -0.1073
H 2.9222 0.7781 5.3864 0.0999
H 3.0666 2.6473 4.8077 0.0874
H 1.3687 1.9145 5.4954 0.0930
H 2.8241 0.6227 3.1733 0.0946
H 2.9941 3.0295 2.3969 0.1259
H 1.2248 3.2504 3.0331 0.1216
H 0.3483 1.6631 1.1016 0.1642
H -0.7373 2.3081 -2.5429 0.1368
H -0.6848 1.4974 -0.8427 0.1138
H -0.4154 -0.9084 -2.5983 0.1073
H -1.1472 0.3584 -3.8633 0.1436
H 0.1966 2.5427 -4.5203 0.0604
H 1.6112 -1.3134 -3.2894 0.0521
H 1.4668 3.6161 -2.3063 0.1646
H 3.7474 3.4200 -2.7707 0.1393
H 3.9156 1.6557 -2.1296 0.1023
H 4.6526 4.4198 -0.5972 0.1239
H 4.1731 2.9042 0.4662 0.0888
H 5.7714 1.3432 -1.0159 0.1257
H 6.5525 2.9083 -1.8035 0.1230
H 6.2762 3.0600 1.4000 0.1182
H 7.8721 3.2349 0.2566 0.1355
H 7.0047 0.1906 2.7110 0.1008
H 5.5005 1.1325 2.0655 0.0822
H 6.0555 -0.4973 1.2230 0.1058
H 2.1224 4.1511 0.4463 0.1559
H 0.6239 5.2444 1.5904 0.1454
H -0.5591 3.8074 1.9111 0.1336
H -1.2795 6.4718 0.1916 0.1545
H -2.7067 3.5584 0.0271 0.0754
H -3.8028 5.1599 -0.0055 0.0990
H -2.4604 4.8582 -1.3168 0.0872
H -2.2102 5.3353 2.7698 0.1158
O -9.0109 -7.7594 3.0765 0.1466
C -8.1037 -7.0004 3.3746 -0.4993
O -7.7639 -5.8898 2.6517 0.0815
C -6.7649 -5.2202 3.3944 -0.0919
C -6.1963 -6.3146 4.2316 -0.3252
F -5.7671 -5.8381 5.4217 0.0820
O -7.3005 -7.1595 4.4636 0.1441
H -7.2270 -4.4267 3.9913 0.1381
H -6.0186 -4.7721 2.7328 0.1078
H -5.3948 -6.8812 3.7456 0.1795
O 6.6720 -0.5002 -3.7333 0.1420
C 6.0008 -1.4759 -4.0255 -0.4972
O 4.6425 -1.4523 -4.1866 0.0451
C 4.2725 -2.7368 -4.6461 -0.0835
C 5.3992 -3.5879 -4.1687 -0.3300
F 5.6182 -4.6181 -5.0164 0.0791
O 6.5113 -2.7236 -4.2236 0.1434
H 4.1867 -2.7209 -5.7378 0.1527
H 3.3119 -3.0429 -4.2232 0.1356
H 5.2758 -3.9647 -3.1478 0.1788
```

Results
Electronic energy in eV: -133634.7740
Structure (SMILES): CNC[C@@H]1OS(=O)(=O)[C@](CCC(F)(F)C(F)(F)C(F)(F)C(F)(F)C(F)(F)C(F)(F)C(F)(F)C(F)(F)F)(P(O)O)[C@H](CCCCOC)[C@H]1OC[C@@H](C)O.O=C1OC[C@@H](F)O1.O=C1OC[C@@H](F)O1
HOMO in eV: -8.97
Total charge: 0
Gap between HOMO and LUMO in eV: 7.559